Entry 1:
This record from the Open Molecules 2025 dataset describes C18H22AuN7S2 as an isolated structure. The level of theory is ωB97M-V with the def2-TZVPD basis set.

```
50
Properties=species:S:1:pos:R:3:forces:R:3
Au 1.13928 0.29890 -0.14087 0.14 -0.38 0.10
N 6.96052 2.48454 1.13403 0.08 0.10 0.08
C 6.27606 1.71801 0.60594 -0.03 0.06 0.03
N 5.57560 0.81070 -0.04863 0.24 -0.15 -0.21
C 4.34889 0.59054 0.15903 -0.28 0.01 0.11
N 3.23284 0.26668 0.31191 -0.21 -0.04 0.01
S 1.35242 2.56061 -0.47071 -0.04 0.76 -0.20
C -0.22974 3.04038 -1.04753 0.00 -0.32 0.13
N -0.40844 3.12851 -2.37682 0.09 -0.04 -0.30
C -1.55147 3.51997 -2.98894 0.09 -0.11 0.24
C -2.62287 3.86428 -2.22245 0.03 -0.05 0.02
C -2.49811 3.78403 -0.82794 0.03 -0.01 0.04
C -1.31622 3.38520 -0.24448 -0.07 0.02 -0.03
H 0.38396 2.85226 -2.94432 -0.01 -0.08 0.00
H -1.54704 3.50931 -4.06671 0.01 0.02 -0.03
H -3.54379 4.16531 -2.69565 -0.04 0.01 0.02
H -3.34181 4.03380 -0.19937 -0.02 0.01 0.00
H -1.19529 3.31907 0.82462 -0.03 -0.03 0.02
C 3.11163 -2.55968 1.90288 -0.03 -0.05 -0.02
N 1.79957 -2.19735 2.43468 0.15 0.08 0.01
C 1.84200 -1.56692 3.74987 0.01 0.03 -0.01
C 0.70479 -2.15305 1.66907 -0.13 -0.10 0.11
S 0.80288 -2.07706 -0.06238 0.00 -0.09 0.00
N -0.48807 -2.22172 2.27190 -0.04 -0.12 -0.11
C -0.68596 -2.99190 3.49406 0.03 0.01 0.05
C -1.72478 -1.91262 1.55020 0.00 -0.03 -0.01
H 3.67331 -3.02120 2.71462 0.02 -0.02 -0.01
H 3.63631 -1.67931 1.53978 0.04 0.01 -0.01
H 3.00035 -3.27012 1.08910 0.00 0.03 0.02
H 2.67960 -0.86807 3.75510 0.00 0.01 0.01
H 1.98928 -2.29437 4.54998 0.01 0.00 0.00
H 0.92495 -1.01229 3.92884 0.02 0.01 0.00
H 0.23679 -3.47885 3.79378 -0.04 -0.02 -0.01
H -1.43444 -3.75949 3.29076 -0.02 0.01 0.01
H -1.04530 -2.36572 4.31208 0.01 0.01 0.00
H -1.56870 -1.06150 0.88797 0.00 -0.03 0.02
H -2.47867 -1.66543 2.29646 -0.03 0.02 0.00
H -2.05744 -2.77635 0.97085 -0.02 -0.02 0.02
N -0.83531 0.47872 -0.34149 -0.01 0.19 0.07
C -1.34684 0.10113 -1.52060 0.35 0.16 -0.03
C -0.61033 -0.28387 -2.67998 -0.12 0.12 0.09
C -1.25037 -0.55922 -3.87475 -0.14 0.03 -0.11
C -2.63419 -0.48408 -3.99199 0.09 -0.07 -0.05
C -3.37408 -0.15574 -2.85623 -0.03 0.08 0.02
C -2.76474 0.13379 -1.65565 -0.05 0.01 -0.06
H 0.47029 -0.34995 -2.61981 0.00 -0.02 -0.03
H -0.65287 -0.84363 -4.73419 -0.01 0.00 0.01
H -3.12563 -0.71479 -4.92694 0.00 0.00 -0.01
H -4.45625 -0.12054 -2.91356 -0.02 -0.01 -0.01
H -3.35252 0.39910 -0.78552 -0.02 0.00 0.03
```
Forces are in eV/Å.

**LUMO energy (alpha / beta)**: -0.962 / -0.962 eV
**Charge**: 0
**HOMO energy (alpha / beta)**: -6.4465 / -6.4479 eV
**ΔE to the lowest compared entry with this formula, charge and spin**: 0.340 eV
**Gap between HOMO and LUMO (alpha / beta)**: 5.48 / 5.49 eV
**F_max**: 0.79 eV/Å

Entry 2:
This record from the Open Molecules 2025 dataset describes C3H4S as an isolated structure. The level of theory is ωB97M-V with the def2-TZVPD basis set.

```
8
Properties=species:S:1:pos:R:3:forces:R:3
C 0.09912 -0.55888 0.36180 0.54 -1.18 -0.43
C -1.01710 -1.18477 -0.08078 -0.58 -0.44 1.49
C -0.38984 0.76034 0.26394 0.00 1.46 -0.66
S -2.07170 0.22294 -0.13960 0.20 0.89 -1.21
H 1.04038 -0.81897 0.83246 -0.13 -0.48 -0.40
H -1.52966 -2.10738 0.09974 0.67 -0.91 -0.36
H -0.39670 1.35184 1.15662 0.66 1.04 0.04
H 0.87533 1.45632 -1.27795 -1.35 -0.38 1.53
```
Forces are in eV/Å.

**LUMO energy (alpha / beta)**: -0.452 / -0.764 eV
**Charge**: 0
**HOMO energy (alpha / beta)**: -8.5710 / -8.5786 eV
**ΔE to the lowest compared entry with this formula, charge and spin**: 4.442 eV
**Gap between HOMO and LUMO (alpha / beta)**: 8.12 / 7.82 eV
**F_max**: 2.07 eV/Å

Entry 3:
This record from the Open Molecules 2025 dataset describes a 2-piece molecular cluster, C5H11N overall. The level of theory is ωB97M-V with the def2-TZVPD basis set.

```
17
Properties=species:S:1:pos:R:3:forces:R:3
C 1.00770 -1.23441 -0.94595 0.02 -0.01 0.00
C 0.46448 0.83786 -1.14374 0.04 0.20 0.03
N 0.07932 0.93513 0.20347 0.04 -0.16 -0.10
C -0.30625 2.04218 0.80401 -0.05 0.08 0.06
C 0.08372 -0.32388 0.83454 -0.14 0.06 0.10
C -1.21757 -1.08018 0.69554 0.05 -0.05 -0.11
H 0.84201 -1.29876 -2.02688 0.02 0.06 0.24
H 2.07532 -1.11468 -0.74645 -0.27 0.00 -0.02
H 0.65024 -2.17692 -0.50902 0.04 0.38 -0.06
H 1.53466 0.95142 -1.31041 -0.13 -0.15 0.11
H -0.12912 1.47177 -1.81876 0.07 -0.17 0.11
H 0.06711 3.00740 0.47455 -0.04 -0.26 -0.03
H -1.00655 1.99232 1.63311 0.18 -0.09 -0.14
H 0.45145 -0.26887 1.87223 -0.04 -0.01 -0.23
H -1.99228 -0.67942 1.36899 0.17 -0.02 -0.09
H -1.08786 -2.14317 0.93645 0.01 0.18 -0.02
H -1.58823 -0.99892 -0.33194 0.04 -0.05 0.14
```
Forces are in eV/Å.

**LUMO energy (alpha / beta)**: 0.859 / 0.859 eV
**Charge**: 0
**HOMO energy (alpha / beta)**: -6.7737 / -6.7740 eV
**ΔE to the lowest compared entry with this formula, charge and spin**: 6.255 eV
**Gap between HOMO and LUMO (alpha / beta)**: 7.63 / 7.63 eV
**F_max**: 0.39 eV/Å

Entry 4:
This record from the Open Molecules 2025 dataset describes a 4-piece molecular cluster, C2H13NO3S overall. The level of theory is ωB97M-V with the def2-TZVPD basis set.

```
20
Properties=species:S:1:pos:R:3:forces:R:3
C 0.31582 0.34405 -0.28129 -1.93 -0.92 0.14
C -1.21678 0.14744 -0.49619 0.62 1.08 -0.08
S -1.87074 -1.14659 0.59097 -0.11 -0.05 -0.27
N 0.91243 0.86116 -1.50010 0.48 0.02 0.14
H 0.42857 0.97289 0.59613 0.48 0.30 -0.18
H 0.62388 -0.65715 -0.00891 0.73 -0.12 0.07
H -1.74471 1.08088 -0.29438 -0.07 -0.05 0.07
H -1.36296 -0.03149 -1.55550 -0.28 -0.56 -0.04
H -2.66354 -1.71597 -0.32390 -0.05 -0.07 0.12
H 1.87301 1.12549 -1.30039 -0.07 0.12 0.05
H 1.01560 0.07806 -2.13943 -0.10 0.04 -0.05
H 2.39853 -0.56054 1.57867 -0.02 0.00 -0.09
H 3.23065 0.70147 1.33116 0.09 -0.06 0.00
O 2.90343 -0.09054 0.89400 0.24 0.16 0.11
H -1.24639 2.66717 -1.80564 0.04 0.10 0.08
H -0.56686 2.04991 -2.98403 0.12 0.17 0.13
O -1.18452 2.75761 -2.75938 -0.14 -0.11 -0.21
H 0.42729 -1.60765 2.83928 0.21 -0.37 -0.15
H 1.64270 -2.58560 2.58562 -0.34 -0.13 0.04
O 1.37546 -1.66747 2.66639 0.10 0.45 0.13
```
Forces are in eV/Å.

**LUMO energy**: 0.417 eV
**Charge**: 0
**HOMO energy**: -9.3425 eV
**Structure (SMILES)**: NCCS.O.O.O
**ΔE to the lowest compared entry with this formula, charge and spin**: 0.363 eV
**Gap between HOMO and LUMO**: 9.76 eV
**F_max**: 2.14 eV/Å

Entry 5:
This record from the Open Molecules 2025 dataset describes a 3-piece molecular cluster, C4H11NO2S overall. The level of theory is ωB97M-V with the def2-TZVPD basis set.

```
19
Properties=species:S:1:pos:R:3:forces:R:3
C -0.48147 0.26598 -0.67730 0.35 4.47 1.38
N -1.29921 1.33263 -0.16199 3.37 -2.96 1.17
C -2.65373 1.20923 -0.40119 -2.41 -0.45 -1.31
O -3.20896 0.03724 0.20039 0.27 1.08 0.50
C 0.74897 -0.07104 0.13710 1.88 -0.68 1.37
C 1.13404 0.69400 1.43818 -0.06 0.35 -1.50
S 3.69073 -0.57523 -0.24070 -0.79 0.19 -0.16
H -1.19857 -0.58911 -0.75110 -0.19 -2.50 -0.68
H -0.14622 0.55143 -1.67738 -0.78 -0.47 -0.83
H -3.18776 2.03426 0.06324 0.03 0.22 -0.39
H -2.83491 1.10964 -1.49455 -0.01 0.40 0.04
H 0.79935 -1.14482 0.34004 -0.86 0.12 -0.07
H 1.69783 -0.00253 -0.49334 0.16 0.23 -0.43
H 0.26502 0.93134 2.04294 -0.02 0.43 -0.10
H 1.81018 0.10432 2.03830 0.16 -0.34 -0.01
H 1.72830 1.55206 1.05674 -0.75 0.01 0.93
H -1.65762 -2.79725 -0.11810 0.26 0.05 -0.62
H -2.62208 -0.77565 0.12406 0.01 -0.59 -0.11
O -1.60849 -1.83640 -0.14573 -0.65 0.46 0.82
```
Forces are in eV/Å.

**LUMO energy**: -3.638 eV
**Charge**: 0
**HOMO energy**: -9.7919 eV
**ΔE to the lowest compared entry with this formula, charge and spin**: 10.715 eV
**Gap between HOMO and LUMO**: 6.15 eV
**F_max**: 4.69 eV/Å

Entry 6:
This record from the Open Molecules 2025 dataset describes a 5-piece molecular cluster, C3H15NO3S overall. The level of theory is ωB97M-V with the def2-TZVPD basis set.

```
23
Properties=species:S:1:pos:R:3:forces:R:3
C -0.45917 1.88804 -0.12437 2.69 -2.44 0.33
C -0.47232 0.69873 -1.14922 0.78 -1.56 1.91
C -1.99136 0.19819 -1.22766 0.87 1.12 -0.94
S -2.45444 -0.61748 0.29031 0.39 1.13 -1.19
N 0.95552 2.23384 0.15647 -2.57 0.79 1.57
H -1.02194 2.67863 -0.55295 -0.53 1.30 0.03
H -1.01610 1.57447 0.83719 0.19 -0.25 -0.67
H 0.16196 -0.22081 -0.69310 -1.17 2.28 -1.50
H -0.07328 1.05137 -2.13652 -0.43 -0.57 0.85
H -2.55413 1.13561 -1.39638 -0.31 -0.72 0.09
H -2.00960 -0.40055 -2.17339 -0.29 -0.12 1.01
H -2.15822 -1.36451 2.79885 0.28 0.11 0.25
H 1.03723 2.69120 1.10991 0.00 -0.18 -1.77
H 1.58493 1.41951 0.14044 0.51 -0.76 -0.02
H -1.44698 -1.14347 2.89049 -0.28 -0.14 0.04
H -0.73623 -1.96710 0.62887 1.28 -0.85 0.33
O 0.09109 -2.44913 0.89838 -1.72 0.10 0.21
H 2.45105 -1.10061 -0.63614 -1.02 -0.61 -0.22
H 2.05462 -2.64750 -0.90080 0.04 -0.03 0.11
O 1.80803 -1.74236 -1.10376 0.73 0.22 -0.77
H 3.14731 -0.06635 1.02961 -0.67 0.23 -0.25
H 0.77733 -1.79029 0.81708 0.63 0.45 -0.22
O 2.32470 -0.05945 0.49666 0.59 0.49 0.83
```
Forces are in eV/Å.

**LUMO energy**: -5.138 eV
**Charge**: 0
**HOMO energy**: -8.6580 eV
**ΔE to the lowest compared entry with this formula, charge and spin**: 7.768 eV
**Gap between HOMO and LUMO**: 3.52 eV
**F_max**: 3.65 eV/Å

Look up the charge of the third one. 0